This record from the OMol25 dataset describes a cluster of 8 separate species, C21H45Br14N4O2 in total. The level of theory is ωB97M-V/def2-TZVPD.

Last column: Löwdin charge in e.
Geometry (Å):
C 0.66 1.97 1.64  -0.108
N 0.16 2.02 0.26  -0.079
C -0.73 0.97 -0.15  -0.259
N -2.14 1.36 0.20  0.148
C -2.60 1.18 1.44  -0.359
N -3.74 1.80 1.83  0.204
N -1.93 0.35 2.32  0.057
C -2.58 -1.00 2.22  -0.104
C -1.89 -2.04 3.11  -0.174
O -1.35 -3.12 2.36  -0.049
C 0.01 -3.32 2.37  -0.542
C 0.87 -2.15 1.95  0.031
O 0.45 -4.39 2.64  0.098
H 0.08 2.63 2.29  0.075
H 0.64 0.95 2.06  0.054
H 1.69 2.32 1.66  0.087
H 0.97 1.95 -0.35  0.011
H -0.72 0.95 -1.24  0.108
H -0.48 -0.04 0.19  0.053
H -2.81 0.97 -0.48  0.061
H -4.56 1.78 1.24  0.124
H -3.74 2.45 2.61  0.134
H -2.06 0.68 3.27  0.146
H -2.52 -1.35 1.19  0.066
H -3.63 -0.91 2.52  0.128
H -2.62 -2.49 3.78  0.123
H -1.13 -1.58 3.75  0.098
H 1.34 -2.38 0.99  0.076
H 1.65 -1.99 2.70  0.104
H 0.29 -1.23 1.85  0.038
Br 2.20 -1.03 -1.80  0.619
C 3.61 -0.15 -2.83  -0.672
C 4.07 1.11 -2.16  -0.680
Br 2.77 2.54 -2.33  0.629
H 3.19 0.03 -3.81  0.052
H 4.42 -0.87 -2.90  0.065
H 4.98 1.48 -2.64  0.044
H 4.25 0.98 -1.10  0.053
Br 4.96 3.07 -5.46  0.604
C 4.65 4.84 -6.22  -0.693
C 4.63 5.92 -5.17  -0.706
Br 2.98 5.92 -4.15  0.593
H 3.71 4.77 -6.77  0.055
H 5.47 5.01 -6.90  -0.017
H 4.68 6.89 -5.65  -0.011
H 5.44 5.81 -4.46  0.057
Br -2.10 -5.23 7.32  0.670
C -0.53 -4.37 6.58  -0.681
C -0.21 -3.08 7.28  -0.659
Br -1.46 -1.66 6.82  0.646
H -0.72 -4.23 5.52  0.037
H 0.29 -5.08 6.70  0.067
H 0.78 -2.72 6.99  0.062
H -0.25 -3.17 8.36  0.054
Br -1.67 -2.14 -1.33  0.709
C -2.65 -1.94 -3.00  -0.633
C -3.23 -0.55 -3.10  -0.655
Br -4.68 -0.26 -1.82  0.672
H -3.40 -2.73 -2.99  0.023
H -1.95 -2.10 -3.81  0.076
H -3.65 -0.38 -4.09  0.071
H -2.49 0.21 -2.88  0.040
Br 7.47 6.79 -7.66  0.671
C 7.15 8.52 -8.49  -0.678
C 7.07 9.62 -7.47  -0.688
Br 5.38 9.60 -6.51  0.645
H 6.25 8.42 -9.08  0.053
H 8.00 8.68 -9.15  0.061
H 7.11 10.59 -7.97  0.061
H 7.85 9.56 -6.73  0.052
Br -1.12 -6.09 0.38  0.689
C -1.69 -6.87 -1.30  -0.680
C -2.34 -5.85 -2.20  -0.702
Br -4.12 -5.35 -1.62  0.622
H -2.34 -7.70 -1.06  0.055
H -0.79 -7.25 -1.78  0.062
H -2.45 -6.25 -3.21  0.062
H -1.76 -4.93 -2.23  -0.001
Br -7.36 -4.53 7.56  0.623
C -5.71 -3.77 6.87  -0.719
C -5.34 -2.50 7.58  -0.707
Br -6.44 -1.00 7.02  0.590
H -5.86 -3.62 5.80  0.049
H -4.94 -4.52 7.03  -0.003
H -4.32 -2.22 7.33  -0.013
H -5.44 -2.58 8.65  0.056

Calculated values
* F_max: 2.29 eV/Å
* 2S+1: 1
* lowest unoccupied orbital energy: -3.8 eV
* electronic energy: -37232.62198 Eh
* HOMO level: -11.45 eV
* net charge: +1